(1)
DFT (wB97M-V/def2-TZVPD) results for 4 unconnected molecules or ions with the total composition C25H30F6N4O7S.

```
73
Properties=species:S:1:pos:R:3:mulliken_charge:R:1
C 1.108 -5.656 0.360 -0.850
C 2.026 -4.334 0.051 -0.234
S 2.201 -4.231 -1.796 -0.188
C 1.287 -2.772 -2.481 -0.596
N 0.010 -2.429 -1.766 0.944
C -0.444 -1.149 -2.427 0.113
O -0.918 -1.217 -3.582 -0.475
O -0.398 0.112 -1.749 -0.180
C 0.949 0.663 -1.744 -0.607
C 1.652 0.169 -0.377 0.618
O 2.905 0.888 -0.141 -0.422
C 3.845 -0.135 0.226 0.853
C 3.853 -0.753 1.715 -0.751
O 4.651 -0.587 -0.658 -0.558
C -1.019 -3.473 -1.903 -0.399
O -0.877 -4.286 -2.871 -0.463
C -2.326 -3.671 -1.010 0.936
F -3.440 -3.728 -1.912 -0.253
F -2.248 -4.999 -0.440 -0.288
C -2.527 -2.667 0.219 0.437
F -1.333 -2.175 0.814 -0.231
F -3.178 -3.439 1.256 -0.312
C -3.579 -1.455 -0.071 0.643
F -3.186 -0.619 -1.158 -0.124
F -4.905 -1.906 -0.268 -0.257
C -3.633 -0.515 1.265 0.098
O -4.611 -0.704 2.040 -0.467
O -2.683 0.496 1.556 -0.387
H 1.772 -6.597 0.488 0.284
H 0.403 -5.516 1.247 0.250
H 0.521 -5.846 -0.620 0.245
H 1.632 -3.388 0.556 0.027
H 3.075 -4.582 0.474 0.477
H 1.986 -1.854 -2.350 0.352
H 1.120 -2.854 -3.625 0.407
H 0.894 1.812 -1.681 0.329
H 1.551 0.421 -2.688 0.299
H 1.893 -0.959 -0.390 -0.301
H 0.873 0.347 0.466 -0.058
H 4.646 -0.218 2.355 0.224
H 4.124 -1.876 1.635 0.234
H 2.824 -0.672 2.229 0.266
H -1.760 0.202 1.380 0.289
C -3.256 5.009 4.043 -0.536
C -4.235 5.502 3.145 -0.456
C -4.384 4.568 2.149 -0.495
N -3.528 3.531 2.411 0.119
C -2.841 3.790 3.566 -0.324
H -2.897 5.492 4.940 0.376
H -4.771 6.437 3.219 0.386
H -5.022 4.551 1.279 0.400
H -3.421 2.706 1.841 0.200
H -2.116 3.086 3.948 0.345
C -6.431 2.281 -3.081 -0.641
C -5.484 3.170 -3.646 -0.486
C -4.237 2.729 -3.276 -0.506
N -4.396 1.609 -2.505 0.211
C -5.730 1.326 -2.385 -0.309
H -7.506 2.333 -3.174 0.400
H -5.692 4.037 -4.257 0.399
H -3.252 3.116 -3.494 0.378
H -3.649 1.078 -2.091 0.199
H -6.066 0.472 -1.815 0.384
C 8.501 1.845 2.744 -0.621
C 8.814 2.816 1.763 -0.375
C 8.030 2.556 0.665 -0.537
N 7.259 1.459 0.946 0.089
C 7.537 1.025 2.211 -0.195
H 8.931 1.756 3.731 0.380
H 9.532 3.619 1.850 0.386
H 7.955 3.054 -0.290 0.361
H 6.591 1.034 0.320 0.198
H 7.026 0.168 2.622 0.351
```

For the molar mass, the calculation gives 644.6 g/mol. Its LUMO energy is -1.5 eV. The calculation puts the calculated total energy at -2713.47190 hartree.

***

(2)
DFT (wB97M-V/def2-TZVPD) results for 8 unconnected molecules or ions with the total composition C25H30F7NO23Si.

```
87
Properties=species:S:1:pos:R:3:mulliken_charge:R:1
C 1.648 -2.800 1.140 0.064
C 2.497 -2.426 -0.055 -0.027
O 2.827 -3.271 -0.793 -0.497
N 2.887 -1.047 -0.199 0.585
Si 3.358 -0.765 -1.910 0.538
C 3.949 -0.774 0.762 0.217
C 5.221 -1.560 0.659 -1.177
O 3.767 0.010 1.581 -0.464
H 1.457 -1.951 1.776 -0.003
H 2.207 -3.565 1.649 0.415
H 0.738 -3.205 0.739 -0.246
H 2.095 -0.663 -2.662 -0.244
H 4.131 0.486 -2.012 -0.134
H 4.176 -1.835 -2.500 -0.139
H 5.045 -2.621 0.586 0.378
H 5.812 -1.189 -0.164 0.309
H 5.775 -1.362 1.562 0.392
O 0.834 2.785 6.181 -0.529
C 1.005 2.523 5.035 0.515
O 1.387 1.309 4.572 -0.072
C 1.347 1.358 3.134 0.307
C 1.479 2.835 2.870 0.369
F 0.807 3.220 1.763 -0.250
O 0.854 3.408 4.013 -0.349
H 0.392 0.963 2.785 0.049
H 2.153 0.776 2.699 -0.211
H 2.508 3.192 2.806 0.246
O 3.797 -1.576 10.145 -0.495
C 3.266 -1.070 9.216 0.570
O 2.778 0.196 9.195 -0.344
C 2.343 0.479 7.858 -0.242
C 2.101 -0.902 7.311 0.333
F 2.362 -0.968 5.982 -0.238
O 3.050 -1.687 8.013 -0.320
H 3.137 0.997 7.318 0.230
H 1.452 1.099 7.855 0.262
H 1.099 -1.292 7.500 0.241
O -0.136 0.753 0.233 -0.519
C -0.739 0.498 -0.754 0.627
O -2.011 0.051 -0.786 -0.282
C -2.426 -0.011 -2.152 -0.344
C -1.105 -0.108 -2.874 0.231
F -1.146 0.502 -4.087 -0.239
O -0.234 0.615 -2.023 -0.302
H -2.966 0.901 -2.411 0.258
H -3.070 -0.870 -2.326 0.308
H -0.730 -1.126 -2.997 0.233
O -1.988 -2.527 0.620 -0.377
C -2.155 -2.731 1.771 0.504
O -3.236 -2.317 2.476 -0.351
C -3.132 -2.866 3.792 -0.485
C -1.649 -3.121 3.910 0.342
F -1.384 -4.203 4.682 -0.308
O -1.279 -3.404 2.571 -0.224
H -3.707 -3.792 3.849 0.296
H -3.506 -2.167 4.536 0.308
H -1.070 -2.270 4.273 0.250
O -2.868 -5.294 -1.691 -0.511
C -1.857 -5.686 -1.216 0.576
O -0.950 -6.463 -1.861 -0.353
C 0.191 -6.608 -1.009 -0.282
C -0.402 -6.342 0.351 0.239
F 0.494 -5.754 1.180 -0.232
O -1.444 -5.422 0.062 -0.138
H 0.945 -5.865 -1.274 0.193
H 0.620 -7.602 -1.101 0.292
H -0.822 -7.221 0.844 0.257
O 1.295 5.018 -7.728 -0.502
C 0.515 4.688 -6.903 0.623
O 0.396 5.254 -5.674 -0.353
C -0.747 4.673 -5.036 -0.134
C -0.881 3.362 -5.761 0.440
F -2.184 2.975 -5.860 -0.291
O -0.395 3.673 -7.053 -0.341
H -1.612 5.316 -5.182 0.005
H -0.579 4.552 -3.968 0.330
H -0.295 2.546 -5.338 0.183
O -3.434 6.582 -4.204 -0.505
C -4.034 6.320 -5.191 0.716
O -5.308 5.864 -5.214 -0.326
C -5.719 5.794 -6.585 -0.467
C -4.396 5.693 -7.306 0.455
F -4.436 6.291 -8.519 -0.299
O -3.529 6.425 -6.453 -0.292
H -6.257 6.705 -6.851 0.282
H -6.364 4.936 -6.754 0.290
H -4.017 4.675 -7.419 0.184
```

For the molar mass, the calculation gives 873.6 g/mol. Its LUMO energy is 0.2 eV. The calculation puts the calculated total energy at -3744.56254 hartree.